(1)
Below is a molecular structure, C30H33CuN2O2SSi, with properties calculated with ωB97M-V/def2-TZVPD.

Cartesian coordinates (Å):
Cu 0.08833 1.87546 0.29616
C -5.71493 0.55418 0.87763
C -4.76160 1.21635 -0.11815
C -4.06279 0.23255 -1.03039
C -4.78887 -0.32930 -2.07823
C -4.19062 -1.17403 -2.99602
C -2.83840 -1.45736 -2.86491
C -2.07718 -0.92532 -1.83249
C -0.62834 -1.31520 -1.70845
C -0.47881 -2.72058 -1.13053
C -2.70136 -0.08730 -0.89313
N -1.93319 0.51007 0.12460
C -2.18847 0.23118 1.35056
C -1.56401 0.93183 2.43294
C -1.76978 0.82022 3.80694
C -0.91984 1.76888 4.39618
C -0.24564 2.38893 3.33609
N -0.63856 1.89418 2.15168
H -6.29768 1.30053 1.42227
H -5.16294 -0.03744 1.60897
H -6.41102 -0.11627 0.36827
H -4.02253 1.80557 0.42239
H -5.32682 1.91552 -0.74246
H -5.83928 -0.07237 -2.18113
H -4.76621 -1.59907 -3.80975
H -2.35047 -2.11339 -3.57878
H -0.09801 -0.60550 -1.07069
H -0.16694 -1.26707 -2.69990
H -0.83476 -2.74648 -0.10111
H 0.56773 -3.02356 -1.10692
H -1.04373 -3.45192 -1.71667
H -2.91410 -0.55048 1.60237
H -2.43032 0.12247 4.30024
H -0.78300 1.96607 5.44874
H 0.50857 3.16180 3.38770
O 3.80311 -7.97064 0.50207
C 2.57069 -7.58223 0.96879
O 1.76710 -8.45168 1.21677
C 2.35208 -6.13743 1.11357
C 1.15139 -5.69140 1.68382
C 0.88794 -4.35459 1.85987
C 1.80244 -3.33144 1.47469
S 1.48384 -1.66773 1.68700
C 3.01022 -3.81045 0.88879
C 3.26746 -5.14933 0.71655
H 4.34140 -7.18040 0.38571
H 0.42807 -6.43816 1.98916
H -0.04620 -4.04061 2.31068
H 3.73423 -3.07176 0.56724
H 4.21275 -5.40745 0.24067
C 3.44911 1.90095 0.18655
Si 1.95357 2.36529 -0.90487
C 2.48904 1.73110 -2.61560
C 2.22324 4.27139 -1.07243
C 2.76409 4.90581 -2.19476
C 2.96716 6.28305 -2.24295
C 2.63928 7.07450 -1.15225
C 2.10115 6.47303 -0.01866
C 1.89233 5.10133 0.00895
H 4.38522 2.31041 -0.21251
H 3.53036 0.81280 0.26115
H 3.31250 2.26759 1.20691
H 3.53145 2.00722 -2.81209
H 1.86694 2.11256 -3.43027
H 2.41939 0.64029 -2.63638
H 3.03533 4.31143 -3.06086
H 3.38412 6.73758 -3.13601
H 2.79621 8.14705 -1.18420
H 1.83358 7.07844 0.84067
H 1.44493 4.65030 0.89021

Atoms 1-3, force components in eV/Å:
Cu -0.02 -0.02 -0.13
C 0.00 -0.01 0.01
C 0.03 -0.03 0.00

The charge is -2. The calculation puts the total energy at -102076.5806 eV. As for the HOMO energy: -1.56 eV. The LUMO energy comes out at 4.503 eV.

Here are the Löwdin charges for atoms 1 to 6, given in e: number 1, Cu, carries 0.217; number 2, C, carries -0.102; number 3, C, carries -0.207; number 4, C, carries -0.176; number 5, C, carries -0.077; number 6, C, carries -0.110

(2)
Below is 8 unconnected molecules or ions with the total composition C4H24N2O8S at a distorted geometry, with properties calculated with ωB97M-V/def2-TZVPD.

Cartesian coordinates (Å):
C -0.25567 2.21036 -2.39923
C 0.45750 0.94609 -1.96510
C 1.97294 1.02127 -1.72794
S 2.57089 1.63104 -0.04033
N -0.36930 0.51554 -0.76776
C -0.17918 -0.77296 -0.47029
N -0.97971 -1.30363 0.53290
O 0.61600 -1.57503 -0.99215
H -1.29530 2.09682 -2.31002
H -0.01134 3.17467 -1.86506
H 0.22077 2.47797 -3.34471
H 0.32073 0.18114 -2.76159
H 2.55112 1.54263 -2.49004
H 2.27759 -0.00449 -1.63084
H 2.34472 2.96346 -0.01951
H -0.83068 1.31586 -0.35271
H -0.45823 -2.01874 1.00077
H -1.45825 -0.62122 1.05552
O -2.67309 0.52606 2.80598
H -3.46314 0.12755 3.14382
H -1.86610 0.54468 3.23320
O 1.85650 -4.06316 -1.87411
H 2.11230 -3.12645 -1.65576
H 1.00705 -3.85030 -2.38239
O -1.10391 2.45630 0.90977
H -1.94020 2.23431 1.35435
H -0.97641 3.38038 0.84306
O -3.88077 1.32642 -2.31036
H -3.95840 0.43877 -2.56566
H -3.67675 1.34749 -1.35674
O 1.16253 -3.50769 3.38258
H 1.24396 -3.93364 2.55736
H 1.05604 -2.57634 3.18781
O 0.07586 0.42270 3.16152
H 0.70744 1.08998 3.55616
H -0.12190 0.96051 2.39357
O 2.16599 -2.42638 1.05983
H 1.92872 -2.06650 0.21422
H 2.84966 -3.08550 0.88989

Atoms 1-3, force components in eV/Å:
C 3.03 1.90 -0.15
C -1.35 0.34 0.95
C -0.18 0.70 1.56

The calculation puts the total energy at -34733.0076 eV. As for the HOMO energy: -9.36 eV. The structure (SMILES) is C[C@@H](CS)NC(N)=O.O.O.O.O.O.O.O. The LUMO energy comes out at -0.222 eV.

Here are the Löwdin charges for atoms 1 to 6, given in e: number 1, C, carries -0.063; number 2, C, carries -0.386; number 3, C, carries -0.431; number 4, S, carries 0.681; number 5, N, carries 0.101; number 6, C, carries -0.583

(3)
Below is a molecular structure, C39H68AsN2O3SSiTl at a distorted geometry, with properties calculated with ωB97M-V/def2-TZVPD.

Cartesian coordinates (Å):
Tl 18.84767 14.96813 13.24061
C 21.49866 12.69499 14.01271
N 20.56110 12.07237 13.15335
C 21.14463 11.97268 11.79305
C 20.36329 10.63351 13.74202
C 18.97370 10.06042 13.24300
N 17.75055 10.38321 13.80009
C 17.65359 11.49539 14.78142
C 16.46878 9.45985 13.50092
H 22.60402 12.18217 13.94743
H 20.78572 12.57270 14.98877
H 21.52611 13.76243 13.90018
H 22.21095 12.02927 11.47114
H 21.01681 12.99767 11.40218
H 20.47648 11.29016 11.00394
H 20.16247 11.09838 15.02172
H 21.21456 10.02564 13.13058
H 19.50007 9.04564 13.09959
H 18.59148 10.40264 11.88636
H 18.47092 12.37662 15.27753
H 18.41922 9.98192 19.33262
H 16.81006 11.71410 15.06624
H 15.32944 10.16216 13.38567
H 16.42558 8.87400 14.54013
H 17.11950 8.98256 12.58812
C 15.48700 17.32154 12.04168
C 15.28151 15.98397 11.15800
As 15.91044 14.33367 12.09580
C 14.76982 14.48770 13.67658
C 13.26362 14.74261 13.46682
C 15.13141 12.85170 11.18120
C 14.04048 13.13022 10.22410
H 14.69384 17.89465 11.88781
H 16.32226 17.95459 11.92280
H 15.12560 17.02631 13.20308
H 15.80179 16.31931 10.15053
H 13.98781 15.87246 10.67559
H 15.18453 15.08859 14.55716
H 14.41707 13.56494 14.32476
H 12.86050 13.86867 13.65905
H 13.46232 15.14991 12.37203
H 12.50799 15.69324 13.78271
H 14.68454 12.26881 11.96878
H 16.30505 12.16440 10.86796
H 13.79340 12.66049 9.31114
H 14.46510 14.00570 9.11319
H 13.24789 13.60676 10.19002
C 19.54217 14.87069 11.10765
C 19.94181 15.70927 10.28894
C 20.74373 16.38324 9.26192
C 21.97433 16.98067 9.68034
C 22.67397 16.25652 10.71114
C 24.00968 16.80341 11.08886
C 24.56501 17.76595 10.43056
C 23.76245 18.56365 9.38535
C 22.52441 18.18091 9.14637
C 20.34273 16.40068 7.93061
C 19.01815 16.00402 7.59446
C 18.56142 15.80396 6.34582
C 19.32248 16.22368 5.26686
C 20.53268 16.74730 5.52051
C 21.12962 16.69830 6.79926
H 22.31806 15.40592 11.29205
H 24.46166 16.38160 11.83416
H 25.69591 18.28308 10.56763
H 24.27870 19.39247 8.89611
H 21.88566 18.81741 8.58130
H 18.45355 15.70878 8.43858
H 17.55748 15.25149 6.15595
H 18.88390 16.04223 4.29301
H 21.22289 17.15457 4.64455
H 22.00514 17.28433 7.05077
C 11.41936 9.91010 16.48593
C 11.84955 8.50787 15.76859
C 13.27548 8.35813 15.72648
C 11.03726 7.30064 16.48129
O 11.29712 8.45802 14.39303
Si 10.97679 9.64824 13.33009
S 12.56061 10.80982 12.84573
O 10.09856 8.92851 11.88198
C 10.66850 8.07446 11.08838
C 11.57099 8.60582 9.98862
C 9.37541 7.56446 10.17412
C 11.29830 6.78691 11.67460
O 9.71780 10.66061 13.90602
C 8.69848 11.30018 13.23639
C 8.50051 12.56522 13.93374
C 9.29790 11.84730 11.90914
C 7.45890 10.52998 12.96146
H 11.67424 10.08072 17.47178
H 10.14016 9.83812 16.44237
H 11.62720 10.65536 15.81494
H 13.75480 8.45897 16.64717
H 13.86279 9.17228 14.61490
H 13.69501 7.47113 15.15950
H 11.73247 7.39512 17.29783
H 11.86716 6.35134 15.91650
H 9.93366 7.82902 16.30902
H 10.91314 9.86321 10.11626
H 11.70459 8.86432 8.59970
H 12.70305 8.27556 10.63945
H 9.31721 8.28683 9.60703
H 8.49881 7.46456 10.69898
H 10.00390 6.69879 9.49056
H 12.18458 6.99159 12.56863
H 11.79692 6.17636 11.19819
H 10.52424 6.54953 12.43000
H 8.12674 12.19066 15.44170
H 7.43788 13.22114 13.77607
H 9.28389 12.96291 14.32649
H 9.90843 12.73137 12.17448
H 8.61187 12.13722 11.09410
H 9.48449 10.81993 11.04054
H 6.34419 10.15714 13.70558
H 7.59497 9.37380 12.87168
H 6.44855 10.95103 12.33395

Atoms 1-3, force components in eV/Å:
Tl -0.04 -0.17 -0.10
C -0.32 -0.81 2.58
N 1.14 -2.96 -1.23

The charge is -2. The calculation puts the total energy at -134871.3561 eV. As for the HOMO energy (spin up / spin down): -0.60 / -0.60 eV. The LUMO energy (spin up / spin down) comes out at 3.763 / 3.758 eV.

Here are the Löwdin charges for atoms 1 to 6, given in e: number 1, Tl, carries 0.433; number 2, C, carries -0.217; number 3, N, carries -0.329; number 4, C, carries -0.171; number 5, C, carries -0.163; number 6, C, carries -0.307

(4)
Below is 10 unconnected molecules or ions with the total composition C18H54N2O10 at a distorted geometry, with properties calculated with ωB97M-V/def2-TZVPD.

Cartesian coordinates (Å):
C -1.77666 1.49074 2.25737
C -2.25470 2.75646 2.93839
C -3.26813 2.54747 4.11465
C -0.93244 3.45006 3.39077
C -1.18113 4.92497 3.85906
C -1.69778 5.68072 2.64605
C -2.92786 5.08937 1.93056
C -4.23220 5.51262 2.60575
C -2.83979 5.69741 0.45018
N -2.78652 3.59525 1.91115
O -3.82087 2.91207 1.21528
H -2.51496 0.79404 1.86035
H -1.20351 1.74005 1.36438
H -1.08969 0.95914 2.91584
H -2.82243 2.12142 5.01350
H -3.71639 3.51058 4.35875
H -3.98781 1.82551 3.72875
H -0.70761 2.91240 4.31190
H -0.11270 3.27796 2.69327
H -1.83904 4.94448 4.72789
H -0.31503 5.43818 4.27689
H -0.80229 5.78185 2.03290
H -1.82082 6.72549 2.93141
H -4.25907 5.71589 3.67629
H -5.07923 4.82804 2.56117
H -4.79317 6.36060 2.21289
H -3.64165 6.38375 0.17805
H -3.14101 4.92232 -0.25452
H -1.94046 6.24261 0.16372
H -3.33269 2.66516 0.42642
C 4.27540 -1.27544 -0.36572
C 4.14110 -2.10733 -1.67913
C 4.81013 -1.28420 -2.83380
C 4.96938 -3.41069 -1.38939
C 5.00136 -4.41398 -2.56552
C 3.55693 -4.81869 -2.86749
C 2.50347 -3.58461 -3.07369
C 2.61218 -3.05090 -4.50050
C 1.13961 -4.26311 -2.91262
N 2.78426 -2.58294 -1.97666
O 1.84277 -1.55391 -1.89671
H 4.05181 -0.22275 -0.53879
H 3.45262 -1.58878 0.27690
H 5.17507 -1.43072 0.22975
H 5.13569 -2.01697 -3.57215
H 4.13199 -0.61148 -3.35885
H 5.71690 -0.82890 -2.43559
H 6.02591 -3.17046 -1.27052
H 4.65355 -3.87013 -0.45277
H 5.42815 -3.97897 -3.46924
H 5.63077 -5.25610 -2.27777
H 3.20443 -5.80264 -2.55815
H 3.72960 -5.13635 -3.89577
H 1.94091 -2.22443 -4.73384
H 2.22238 -3.89422 -5.07056
H 3.58410 -2.71384 -4.86087
H 0.84133 -4.29339 -1.86467
H 1.04444 -5.26395 -3.33378
H 0.33324 -3.63833 -3.29670
H 2.10340 -1.04084 -2.66510
O -0.67390 -0.76945 -0.67042
H -1.14137 -1.11236 0.09123
H 0.10561 -1.32039 -0.74165
O -1.44051 -2.19492 1.76478
H -1.23449 -3.01636 1.31865
H -2.38872 -2.22257 1.89272
O -1.32688 -0.19818 -3.44783
H -0.77010 -0.58683 -2.77315
H -2.01743 -0.84534 -3.59122
O 1.76818 -3.42338 0.95979
H 1.85125 -2.48241 1.11438
H 2.31544 -3.58973 0.19228
O -3.00621 -3.42577 -0.73553
H -3.54781 -2.63653 -0.73625
H -3.43239 -4.00872 -0.10722
O -3.87342 -0.98824 0.41020
H -4.29500 -0.15363 0.20542
H -4.53750 -1.48051 0.89280
O -2.13074 2.06348 -1.21968
H -1.51637 1.32974 -1.19946
H -2.00105 2.46143 -2.08053
O 1.05478 -0.98099 2.23788
H 0.23834 -1.31413 1.86549
H 0.79464 -0.58198 3.06815

Atoms 1-3, force components in eV/Å:
C 0.33 -0.85 -0.28
C 0.88 1.03 0.43
C 0.75 -0.26 -0.89

The calculation puts the total energy at -42993.4309 eV. As for the HOMO energy: -7.72 eV. The structure (SMILES) is CC1(C)CCCC(C)(C)N1O.CC1(C)CCCC(C)(C)N1O.O.O.O.O.O.O.O.O. The LUMO energy comes out at -0.031 eV.

Here are the Löwdin charges for atoms 1 to 6, given in e: number 1, C, carries -0.041; number 2, C, carries -0.523; number 3, C, carries 0.000; number 4, C, carries -0.114; number 5, C, carries -0.170; number 6, C, carries -0.164

Question: Which value of total energy does entry 3 give?
Answer: -134871.3561 eV